[1]
The following is a DFT calculation (wB97M-V/def2-TZVPD) of a molecular structure, C4IN3 in a non-equilibrium geometry.

```
8
C4IN3 | the Open Molecules 2025 dataset | wB97M-V/def2-TZVPD
C -0.2322 1.2166 -0.5725
C -0.3572 -0.0392 1.3485
C -0.2553 -1.1615 -0.7660
C 0.1761 -0.0717 -0.0183
N -0.5718 2.2077 -1.0246
N -0.5655 -0.0979 2.4695
N -0.5366 -2.0554 -1.4254
I 2.3425 0.0015 -0.0113
```

## Properties
2S+1 = 1
highest occupied orbital energy = -11.3 eV
E_LUMO = -0.074 hartree
total charge = 0
DFT total energy = -614.307327 a.u.
Kohn-Sham gap = 9.25 eV

=====

[2]
The following is a DFT calculation (wB97M-V/def2-TZVPD) of a molecular structure, C19H22N2ReTe in a non-equilibrium geometry.

```
45
C19H22N2ReTe | the Open Molecules 2025 dataset | wB97M-V/def2-TZVPD
C 3.7308 -1.6244 0.7623
C 4.0551 -0.5454 -0.2868
H 4.0659 -1.3418 1.7749
H 3.6759 -2.6860 0.5456
H 2.6499 -1.4748 0.9422
H 3.0270 -0.3546 -0.6567
H 4.2708 0.4624 -0.1209
H 4.2310 -0.8814 -1.2754
C -2.4180 -2.2274 0.8698
C -3.6540 -2.6861 1.3215
C -4.8012 -2.1604 0.6733
C -4.7444 -1.2202 -0.3630
H -1.4496 -2.4962 1.2640
H -3.7166 -3.4233 2.1222
H -5.7882 -2.5239 0.9928
H -5.6101 -0.8325 -0.8970
N -2.4839 -1.3294 -0.1332
C -3.5126 -0.7402 -0.8090
C -3.1973 0.2797 -1.8225
N -1.9018 0.6623 -1.9599
C -1.2742 1.5066 -2.8196
C -3.4868 1.8807 -3.6253
C -2.1054 2.1427 -3.7159
H -0.1851 1.6222 -2.7392
H -1.6817 2.8187 -4.4649
C -4.0246 0.9787 -2.6967
H -5.0764 0.7598 -2.6115
H -4.1641 2.3931 -4.3147
Re -0.8962 -0.1910 -0.4776
C -0.1977 -1.6150 -1.8422
H -0.0755 -1.1854 -2.8563
H -0.8433 -2.5051 -1.9455
H 0.7928 -1.9266 -1.4711
Te -0.1647 1.3773 1.3522
C 1.8609 1.6073 2.2337
C 2.2349 0.8183 3.3267
C 3.5591 0.8740 3.8001
C 4.4822 1.7632 3.2246
C 4.0531 2.6407 2.2159
C 2.7296 2.5846 1.7378
H 1.5028 0.1521 3.7766
H 3.8819 0.2333 4.6153
H 5.5153 1.7795 3.5678
H 4.7567 3.3612 1.8113
H 2.3775 3.2725 0.9744
```

## Properties
2S+1 = 4
highest occupied orbital energy (alpha / beta) = -14.2 / -14.5 eV
E_LUMO (alpha / beta) = -0.292 / -0.316 hartree
total charge = +2
DFT total energy = -1192.246914 a.u.
⟨S²⟩ = 3.778
Kohn-Sham gap (alpha / beta) = 6.25 / 5.87 eV

=====

[3]
The following is a DFT calculation (wB97M-V/def2-TZVPD) of a gas-phase ion, C3H10NOSi (charge -1) in a non-equilibrium geometry.

```
16
C3H10NOSi | the Open Molecules 2025 dataset | wB97M-V/def2-TZVPD
C -1.3159 0.7156 0.7873
Si -0.2778 -0.5876 -0.1062
C 1.0671 -0.9394 1.1129
C 0.3205 0.3441 -1.6598
N -1.4851 -1.7625 0.1055
O -2.3625 -1.4807 -1.0578
H -1.0190 0.5037 1.8784
H -1.0305 1.7832 0.6150
H -2.3945 0.5920 0.7033
H 2.0896 -0.3633 1.1374
H 0.7233 -0.6838 2.1645
H 1.4864 -2.0059 1.0555
H 1.0821 1.0793 -1.7502
H 0.7925 -0.3599 -2.3217
H -0.5985 0.6808 -2.2516
H -1.7910 -2.8942 0.2996
```

## Properties
2S+1 = 1
highest occupied orbital energy = -1.6 eV
E_LUMO = 0.150 hartree
total charge = -1
DFT total energy = -539.697738 a.u.
Kohn-Sham gap = 5.73 eV
structure (SMILES) = C[Si](C)(C)N[O-]

=====

[4]
The following is a DFT calculation (wB97M-V/def2-TZVPD) of 3 unconnected molecules or ions with the total composition C26H59N3OP.

```
90
C26H59N3OP | the Open Molecules 2025 dataset | wB97M-V/def2-TZVPD
C 5.9096 0.6468 4.0715
C 5.5932 -0.7643 3.5591
P 4.9215 -1.1919 1.8892
C 6.2806 -0.7830 0.7104
C 7.2309 0.4124 0.9124
C 3.5486 0.0253 1.4322
C 2.7755 -0.8260 0.3827
C 2.6687 0.2460 2.6819
C 1.8545 1.5431 2.6735
C 1.0555 1.6773 3.9683
C 0.8813 1.6197 1.4932
N 2.8512 2.6477 2.6174
O 3.3133 3.0132 3.7427
C 3.7552 2.7555 1.4261
C 5.1004 3.3262 1.8798
C 3.1395 3.7698 0.4434
C 3.9281 1.3731 0.7200
H 6.8822 0.9936 3.7215
H 5.9464 0.6465 5.1668
H 5.1526 1.3815 3.7959
H 4.9013 -1.2556 4.2534
H 6.5038 -1.3809 3.5969
H 5.7928 -0.7214 -0.2713
H 6.8653 -1.7098 0.6719
H 8.2315 0.0740 1.1975
H 7.3404 0.9972 -0.0071
H 6.8871 1.0915 1.6866
H 2.2424 -1.6460 0.8754
H 3.4566 -1.2892 -0.3385
H 2.0510 -0.2236 -0.1703
H 3.2637 0.2693 3.5979
H 1.9717 -0.5972 2.7813
H 1.6429 1.3833 4.8409
H 0.7339 2.7098 4.1111
H 0.1741 1.0312 3.9051
H 0.2382 2.4989 1.5902
H 0.2440 0.7296 1.5095
H 1.3652 1.6652 0.5229
H 5.7010 2.5844 2.3981
H 5.6550 3.6504 0.9914
H 4.9608 4.1811 2.5386
H 2.9055 4.7001 0.9686
H 3.8557 3.9955 -0.3528
H 2.2270 3.4009 -0.0221
H 3.3235 1.4139 -0.1923
H 4.9648 1.3353 0.3670
C -3.1416 3.8457 -0.8173
C -2.2095 2.9899 -1.6606
N -2.0281 1.6530 -1.1229
C -0.9234 0.9274 -1.7205
C -1.0101 0.5512 -3.2041
C -3.2454 0.8887 -0.9056
C -4.1740 0.6705 -2.1063
H -2.8131 3.8598 0.2228
H -3.1441 4.8694 -1.1930
H -4.1703 3.4851 -0.8468
H -1.2204 3.4569 -1.6803
H -2.5696 2.9920 -2.7022
H -0.7696 0.0173 -1.1322
H -0.0257 1.5374 -1.5698
H -1.7169 -0.2592 -3.3804
H -0.0325 0.2135 -3.5533
H -1.3043 1.4017 -3.8207
H -3.8172 1.3759 -0.1125
H -2.9468 -0.0804 -0.4969
H -4.3477 1.5921 -2.6640
H -5.1446 0.3146 -1.7554
H -3.7837 -0.0731 -2.7997
C -3.4318 -3.1887 -1.6813
C -4.4276 -4.3117 -1.9246
N -5.7625 -3.9997 -1.4477
C -6.6419 -5.1540 -1.3851
C -7.0152 -5.8508 -2.6989
C -6.3469 -2.7778 -1.9742
C -6.4682 -2.6341 -3.4970
H -3.4258 -2.8973 -0.6297
H -2.4292 -3.5235 -1.9519
H -3.6532 -2.3054 -2.2813
H -4.0981 -5.2015 -1.3811
H -4.4019 -4.5795 -2.9936
H -7.5562 -4.8442 -0.8718
H -6.1596 -5.8859 -0.7301
H -7.7164 -5.2640 -3.2910
H -7.4915 -6.8086 -2.4818
H -6.1367 -6.0530 -3.3131
H -5.7630 -1.9336 -1.5999
H -7.3340 -2.6697 -1.5174
H -5.5462 -2.9257 -4.0029
H -6.6637 -1.5907 -3.7523
H -7.2806 -3.2304 -3.9096
```

## Properties
2S+1 = 2
highest occupied orbital energy (alpha / beta) = -7.8 / -8.1 eV
E_LUMO (alpha / beta) = 0.023 / 0.023 hartree
total charge = 0
DFT total energy = -1606.793116 a.u.
⟨S²⟩ = 0.754
Kohn-Sham gap (alpha / beta) = 8.41 / 8.77 eV

=====

[5]
The following is a DFT calculation (wB97M-V/def2-TZVPD) of a molecular structure, C4H8O.

```
13
C4H8O | the Open Molecules 2025 dataset | wB97M-V/def2-TZVPD
C -0.3583 1.0519 -0.1955
C -0.4876 -0.2703 0.4983
C -1.0220 -1.2648 -0.5204
O 0.0994 -1.0506 -1.4000
C 0.6058 -0.0700 -0.5075
H 1.9638 1.3579 1.3242
H -0.0075 1.8571 0.4498
H -1.0868 1.3669 -0.9369
H -0.4576 -0.3935 1.5733
H -1.9490 -0.9686 -1.0197
H -1.0852 -2.2995 -0.1806
H 2.1064 0.6351 1.4080
H 1.6787 0.0483 -0.4929
```

## Properties
2S+1 = 1
highest occupied orbital energy = -9.2 eV
E_LUMO = 0.045 hartree
total charge = 0
DFT total energy = -232.319504 a.u.
Kohn-Sham gap = 10.40 eV

=====

[6]
The following is a DFT calculation (wB97M-V/def2-TZVPD) of a molecular structure, C6H13NO2.

```
22
C6H13NO2 | the Open Molecules 2025 dataset | wB97M-V/def2-TZVPD
C 1.6102 1.2910 0.8203
C 1.1445 0.4887 -0.3245
N 1.2849 -1.6429 0.8786
C 0.5528 -0.8484 -0.1001
O 1.5967 0.8736 -1.5078
H 1.3472 0.2365 -2.1932
H 0.8754 -1.4284 1.7888
H 1.1379 -2.6302 0.7082
H 0.4747 -1.3839 -1.0509
H 0.8505 1.2539 1.6065
H 2.5094 0.8061 1.2144
H 1.8430 2.3117 0.5218
C -2.0062 -1.1112 -0.3012
C -1.0178 1.3264 -0.5810
C -0.8654 -0.3569 0.3923
O -0.9508 -0.1401 1.6319
H -1.9321 -1.0991 -1.3894
H -2.9590 -0.6818 0.0053
H -1.9722 -2.1480 0.0459
H -0.4484 2.2168 -0.3234
H -1.0566 1.2061 -1.6652
H -2.0188 1.4602 -0.1770
```

## Properties
2S+1 = 1
highest occupied orbital energy = -7.9 eV
E_LUMO = 0.009 hartree
total charge = 0
DFT total energy = -441.530908 a.u.
Kohn-Sham gap = 8.17 eV

=====

Q: What is the DFT total energy in the fifth record?
A: -232.319504 a.u.